No. 1
DFT (wB97M-V/def2-TZVPD) results for C3H3Br2NS as an isolated structure.

## Properties
HOMO-LUMO gap (spin up / spin down)	7.90 / 7.19	eV
calculated total energy	-155565.924	eV
largest force on an atom	3.84	eV Å⁻¹

Geometry as ORCA input:
```
! wB97M-V def2-TZVPD RIJCOSX def2/J DEFGRID3
* xyz 0 3
C -1.416 -0.589 0.198
C -0.849 0.139 -0.909
C 1.434 -0.619 0.389
N -1.814 -1.236 1.061
S 0.850 0.671 -0.472
Br 0.121 2.784 0.706
Br 3.215 -0.751 0.672
H -0.844 -0.643 -1.681
H -1.400 1.119 -1.111
H 0.702 -0.875 1.147
*
```

Atomic partial charges in e from the Mulliken method, atoms 1 to 4: 0.290, -0.410, -0.280, -0.416

No. 2
DFT (wB97M-V/def2-TZVPD) results for one molecule with the formula C3H3Br2P.

## Properties
relative energy (zero: lowest compared OMol25 entry of this formula, charge and spin)	27.01	kJ/mol
HOMO-LUMO gap	9.28	eV
calculated total energy	-152532.135	eV
largest force on an atom	5.86	eV Å⁻¹
structure (SMILES)	C#CCP(Br)Br

Geometry as ORCA input:
```
! wB97M-V def2-TZVPD RIJCOSX def2/J DEFGRID3
* xyz 0 1
C -2.170 0.887 0.405
C -1.229 0.238 0.156
C -0.069 -0.590 -0.118
P 1.603 -0.056 0.752
Br 3.047 -1.597 -0.261
Br 2.096 1.751 -0.322
H -3.043 1.541 0.723
H -0.321 -1.655 -0.050
H 0.085 -0.520 -1.285
*
```

Atomic partial charges in e from the Mulliken method, atoms 1 to 4: 0.323, -0.496, -0.859, 0.244

No. 3
DFT (wB97M-V/def2-TZVPD) results for C3H3Br3O as an isolated structure.

## Properties
relative energy (zero: lowest compared OMol25 entry of this formula, charge and spin)	453.38	kJ/mol
HOMO-LUMO gap (spin up / spin down)	7.68 / 7.69	eV
calculated total energy	-215328.687	eV
largest force on an atom	3.79	eV Å⁻¹

Geometry as ORCA input:
```
! wB97M-V def2-TZVPD RIJCOSX def2/J DEFGRID3
* xyz 0 1
C -2.488 3.397 -1.712
C -0.342 0.377 -1.555
C -0.309 -0.289 -0.416
O -0.024 -1.664 -0.434
Br -1.896 1.585 -1.584
Br -0.021 -0.509 -3.114
Br -1.833 4.481 -0.103
H -2.425 4.030 -2.634
H -0.428 0.010 0.619
H -0.115 -2.059 -1.343
*
```

Atomic partial charges in e from the Mulliken method, atoms 1 to 4: -0.486, 0.004, -0.047, -0.439

No. 4
DFT (wB97M-V/def2-TZVPD) results for a 3-piece molecular cluster, C3H3BrCl3NO3 overall.

## Properties
relative energy (zero: lowest compared OMol25 entry of this formula, charge and spin)	150.53	kJ/mol
HOMO-LUMO gap	8.67	eV
calculated total energy	-118396.442	eV
largest force on an atom	6.86	eV Å⁻¹
structure (SMILES)	O=C(Br)[N+](=O)[O-].C=C(Cl)Cl.Cl

Geometry as ORCA input:
```
! wB97M-V def2-TZVPD RIJCOSX def2/J DEFGRID3
* xyz 0 1
C -0.864 -0.352 1.332
C -0.005 -0.767 -1.848
C -0.693 0.288 2.475
N 0.896 -1.524 -0.824
O 0.613 -2.593 -0.450
O 1.842 -0.803 -0.561
O 0.246 0.189 -2.358
Cl -0.132 1.911 2.618
Cl 1.471 3.457 -1.208
Cl -1.188 -0.554 3.949
Br -1.584 -1.851 -2.000
H -0.560 0.206 0.435
H -1.208 -1.275 1.175
H 1.165 3.669 -2.733
*
```

Atomic partial charges in e from the Mulliken method, atoms 1 to 4: -0.670, 0.308, 0.501, 0.911

No. 5
DFT (wB97M-V/def2-TZVPD) results for a 2-piece molecular cluster, C3H3BrClI overall.

## Properties
relative energy (zero: lowest compared OMol25 entry of this formula, charge and spin)	375.54	kJ/mol
HOMO-LUMO gap (spin up / spin down)	8.08 / 7.65	eV
calculated total energy	-93820.102	eV
largest force on an atom	2.69	eV Å⁻¹

Geometry as ORCA input:
```
! wB97M-V def2-TZVPD RIJCOSX def2/J DEFGRID3
* xyz 0 1
C 0.874 1.218 -0.198
C 1.263 -0.020 -0.388
C -0.962 -1.860 -0.680
Cl -0.325 -2.765 0.521
Br -2.486 -0.840 -0.318
I 2.882 -1.102 0.265
H 1.598 2.107 0.139
H -0.163 1.510 -0.340
H -0.949 -2.485 -1.603
*
```

Atomic partial charges in e from the Mulliken method, atoms 1 to 4: -0.373, -0.141, -0.209, -0.071

No. 6
DFT (wB97M-V/def2-TZVPD) results for one molecule with the formula C3H3BrF4.

## Properties
relative energy (zero: lowest compared OMol25 entry of this formula, charge and spin)	0.00	kJ/mol
HOMO-LUMO gap	11.16	eV
calculated total energy	-84071.442	eV
largest force on an atom	3.47	eV Å⁻¹
structure (SMILES)	FC(F)C(Br)C(F)F

Geometry as ORCA input:
```
! wB97M-V def2-TZVPD RIJCOSX def2/J DEFGRID3
* xyz 0 1
C -0.132 -0.546 -0.169
C 0.819 -0.363 0.989
C -0.421 0.773 -0.994
F 0.806 -1.351 1.901
F 0.430 0.723 1.619
F -0.572 0.511 -2.287
F -1.493 1.325 -0.540
Br -1.852 -1.285 0.542
H 0.271 -1.154 -0.993
H 1.832 -0.145 0.790
H 0.311 1.510 -0.857
*
```

Atomic partial charges in e from the Mulliken method, atoms 1 to 4: -0.410, 0.228, 0.312, -0.231

No. 7
DFT (wB97M-V/def2-TZVPD) results for C3H3BrFNO as an isolated structure.

## Properties
relative energy (zero: lowest compared OMol25 entry of this formula, charge and spin)	272.50	kJ/mol
HOMO-LUMO gap (spin up / spin down)	9.30 / 4.86	eV
calculated total energy	-79453.059	eV
largest force on an atom	3.23	eV Å⁻¹

Geometry as ORCA input:
```
! wB97M-V def2-TZVPD RIJCOSX def2/J DEFGRID3
* xyz 0 1
C -0.206 1.073 0.684
C -0.366 -0.654 -0.523
C 0.006 0.746 -0.728
N -0.652 -0.199 0.845
O 0.029 2.058 1.314
F 0.072 1.221 -1.918
Br 2.630 -1.288 0.347
H -1.245 -0.986 -1.056
H 0.595 -1.263 -0.702
H -0.863 -0.709 1.737
*
```

Atomic partial charges in e from the Mulliken method, atoms 1 to 4: 0.433, -0.188, 0.338, -0.110

No. 8
DFT (wB97M-V/def2-TZVPD) results for one molecule with the formula C3H3BrFNO.

## Properties
relative energy (zero: lowest compared OMol25 entry of this formula, charge and spin)	3.04	kJ/mol
HOMO-LUMO gap	10.76	eV
calculated total energy	-79455.852	eV
largest force on an atom	3.32	eV Å⁻¹
structure (SMILES)	O=C1NC[C@]1(F)Br

Geometry as ORCA input:
```
! wB97M-V def2-TZVPD RIJCOSX def2/J DEFGRID3
* xyz 0 1
C -0.199 1.166 -0.243
C 0.628 -0.788 0.131
C -0.813 -0.180 0.374
N 1.005 0.569 -0.382
O -0.434 2.242 -0.664
F -1.136 -0.049 1.834
Br -2.379 -1.002 -0.347
H 1.169 -1.013 1.045
H 0.621 -1.640 -0.568
H 1.538 0.695 -1.180
*
```

Atomic partial charges in e from the Mulliken method, atoms 1 to 4: 0.148, -0.588, 0.788, -0.202

No. 9
DFT (wB97M-V/def2-TZVPD) results for a 2-piece molecular cluster, C3H3BrNO3 overall.

## Properties
relative energy (zero: lowest compared OMol25 entry of this formula, charge and spin)	118.61	kJ/mol
HOMO-LUMO gap	5.73	eV
calculated total energy	-80835.437	eV
largest force on an atom	1.76	eV Å⁻¹

Geometry as ORCA input:
```
! wB97M-V def2-TZVPD RIJCOSX def2/J DEFGRID3
* xyz -1 1
C -0.420 -1.417 -0.035
C -1.563 1.808 0.195
C 1.263 0.351 -0.497
N 0.513 -0.542 0.333
O -1.505 1.505 1.298
O -0.731 -1.755 -1.171
O -1.672 2.143 -0.894
Br 3.208 0.140 0.116
H -0.986 -1.806 0.849
H 1.288 -0.085 -1.512
H 0.606 -0.341 1.318
*
```

Atomic partial charges in e from the Mulliken method, atoms 1 to 4: -0.057, 0.694, -0.590, -0.012

No. 10
DFT (wB97M-V/def2-TZVPD) results for a 2-piece molecular cluster, C3H3BrO overall.

## Properties
relative energy (zero: lowest compared OMol25 entry of this formula, charge and spin)	197.07	kJ/mol
HOMO-LUMO gap	8.50	eV
calculated total energy	-75246.488	eV
largest force on an atom	5.76	eV Å⁻¹
structure (SMILES)	C=C=C=O.Br

Geometry as ORCA input:
```
! wB97M-V def2-TZVPD RIJCOSX def2/J DEFGRID3
* xyz 0 1
C 1.505 0.602 -0.280
C 1.348 -0.707 -0.366
C 0.653 -1.725 -0.016
O 0.371 -2.854 0.054
Br -2.804 0.919 0.209
H 0.592 1.247 0.190
H 2.298 1.094 -0.667
H -3.963 1.423 0.874
*
```

Atomic partial charges in e from the Mulliken method, atoms 1 to 4: -0.439, -0.247, 0.639, -0.385

No. 11
DFT (wB97M-V/def2-TZVPD) results for a 2-piece molecular cluster, C3H3BrOS overall.

## Properties
relative energy (zero: lowest compared OMol25 entry of this formula, charge and spin)	238.34	kJ/mol
HOMO-LUMO gap	8.58	eV
calculated total energy	-86081.055	eV
largest force on an atom	5.90	eV Å⁻¹
structure (SMILES)	C=C=O.S=CBr

Geometry as ORCA input:
```
! wB97M-V def2-TZVPD RIJCOSX def2/J DEFGRID3
* xyz 0 1
C -0.350 0.891 1.302
C -0.139 -1.495 -0.826
C -0.042 1.487 0.178
O -0.474 0.012 2.042
S -0.641 -1.872 -2.266
Br 1.739 -2.291 -0.056
H -0.574 -0.629 -0.017
H -0.402 1.735 -0.729
H 0.884 2.162 0.373
*
```

Atomic partial charges in e from the Mulliken method, atoms 1 to 4: 0.727, 0.156, -0.924, -0.335

No. 12
DFT (wB97M-V/def2-TZVPD) results for one molecule with the formula C3H3Cl2F.

## Properties
relative energy (zero: lowest compared OMol25 entry of this formula, charge and spin)	66.76	kJ/mol
HOMO-LUMO gap	10.77	eV
calculated total energy	-30920.623	eV
largest force on an atom	4.63	eV Å⁻¹
structure (SMILES)	F/C=C(/Cl)CCl

Geometry as ORCA input:
```
! wB97M-V def2-TZVPD RIJCOSX def2/J DEFGRID3
* xyz 0 1
C -1.044 0.362 -0.154
C 0.211 -0.449 -0.006
C 1.284 0.063 0.550
H -0.661 1.292 -0.187
H -1.785 -0.082 0.466
H 2.049 -0.597 0.816
F 1.462 1.382 0.813
Cl -1.802 0.158 -1.752
Cl 0.285 -2.129 -0.547
*
```

Atomic partial charges in e from the Mulliken method, atoms 1 to 4: -0.323, 0.173, -0.256, 0.290